[1]
47
Properties=species:S:1:pos:R:3:forces:R:3 method="wB97M-V/def2-TZVPD" homo_lumo_gap_ha="0.2959 / 0.2799" mol_weight_g_mol=629.07 total_charge=-1 spin_multiplicity=3 homo_energy_ev="-5.79 / -5.76"
Ni 0.1952 -0.4533 0.1719 0.1202 -0.0376 -0.5963
F 3.6060 3.7368 -0.2412 0.0267 0.0368 -0.0154
C 3.4963 2.4248 -0.5335 -0.2359 -0.1536 -0.0137
F 3.1128 2.3179 -1.8040 0.0108 0.0180 -0.0879
F 4.7023 1.8742 -0.4129 0.1190 -0.0288 -0.0062
S 2.2684 1.6732 0.6782 0.3007 0.3138 0.1885
O 2.0178 0.3388 -0.0287 -0.2036 -0.0810 0.0698
O 3.1192 1.5371 1.8624 0.0174 -0.0784 0.0277
N -1.0040 2.8439 1.9092 -0.1680 0.1809 -0.0058
S -2.4688 2.9942 1.0661 0.2446 0.0027 -0.1315
O -2.2118 1.3608 0.4748 0.1256 0.1434 -0.0297
O -3.8070 2.6493 1.4365 -0.2760 -0.1495 0.1181
C -1.7690 3.6047 -0.5522 0.3310 0.1983 0.1002
F -2.8176 3.8865 -1.3531 -0.0602 0.0418 -0.0504
F -2.5997 4.5215 1.6563 0.0111 -0.0312 -0.0541
F 0.4355 2.8766 -1.2061 0.1030 0.0174 0.0217
C -0.6849 5.5947 -1.4832 0.1066 -0.0753 0.0108
N -1.0080 4.7994 -0.3020 -0.2929 -0.0597 -0.0807
C -0.1267 4.8139 0.7576 0.0791 -0.0091 0.0169
C -0.1029 3.9850 1.8011 0.0053 -0.1778 0.0039
C -0.4294 1.6252 1.4435 -0.7569 -0.4395 0.0823
O -0.0284 0.7196 2.1306 0.4692 0.2847 -0.0527
N -0.8333 1.3342 0.0843 -0.0103 0.1114 0.1380
C -0.9114 2.4163 -1.1855 0.2143 0.2373 0.2548
O -1.3162 1.9080 -2.2092 -0.2525 -0.2261 -0.2623
H -0.3546 6.5765 -1.1492 0.0059 0.0031 0.0052
H -1.5776 5.7217 -2.0877 -0.0129 0.0094 0.0034
H 0.0988 5.1295 -2.0864 -0.0020 0.0081 0.0007
H 0.5863 5.6274 0.7368 -0.0278 0.0017 0.0051
H 0.6028 4.0819 2.6085 -0.0004 -0.0015 0.0097
O -0.9795 -4.0824 -0.8154 0.1469 -0.1305 0.0083
C -0.5580 -2.9464 -0.8086 -0.4406 0.3774 0.0066
O -0.1937 -2.2951 0.2724 0.1419 -0.1515 0.0635
C -0.5563 -2.1115 -2.0758 0.2651 -0.2224 0.0789
C -1.5745 -2.2754 -2.9948 -0.1760 0.0347 0.1034
C -1.7011 -1.4308 -4.1040 -0.0144 0.0332 -0.0538
C -0.7580 -0.4484 -4.2528 0.0125 0.0908 -0.0031
O -0.6527 0.4992 -5.2343 0.0284 -0.0602 -0.0404
C 0.4594 1.3193 -4.8597 -0.1268 0.0176 0.0000
O 1.1395 0.6647 -3.7981 0.1069 -0.0135 0.0318
C 0.3046 -0.3192 -3.3751 -0.1562 -0.0593 -0.0359
C 0.4368 -1.1349 -2.2822 0.0839 0.1567 0.0116
H -2.3038 -3.0527 -2.8091 0.0056 0.0136 -0.0224
H -2.5204 -1.5315 -4.8040 0.0269 0.0019 0.0247
H 0.0974 2.2897 -4.5158 -0.0584 -0.0077 0.0586
H 1.1315 1.4137 -5.7115 0.0347 0.0049 -0.0239
H 1.3356 -1.0438 -1.6862 0.1288 -0.1458 0.1222

[2]
34
Properties=species:S:1:pos:R:3:forces:R:3 method="wB97M-V/def2-TZVPD" homo_lumo_gap_ha="0.2493 / 0.1991" mol_weight_g_mol=853.27 total_charge=+1 spin_multiplicity=5 homo_energy_ev="-10.66 / -11.26"
Os -0.1085 -0.0626 0.1138 -0.5014 -0.7329 -0.3228
I 2.2085 4.1546 -2.6981 -0.0153 -0.0233 0.0137
C 1.7694 3.9309 -0.7070 -0.0713 -0.0962 -0.0066
C 2.0619 4.9303 0.2028 -0.0753 -0.1332 0.1462
C 1.7626 4.7841 1.5510 0.0112 0.0619 -0.0100
I 2.2315 6.3503 2.8048 0.0047 0.0134 0.0213
C 1.1482 3.5819 2.0639 0.1120 0.1954 -0.0010
C 0.8260 3.3708 3.4122 0.0091 0.0519 0.0105
C 0.2600 2.1791 3.7886 -0.0006 -0.0184 0.0592
C 0.0150 1.2032 2.8307 0.0350 -0.0218 -0.0806
N 0.3043 1.3869 1.5422 -0.0206 0.2690 0.3094
C 0.8613 2.5592 1.1590 -0.0238 -0.0596 -0.1526
C 1.1358 2.7037 -0.2780 0.1391 0.2524 0.0954
O 0.8309 1.7969 -1.0653 -0.0657 -0.0934 -0.0584
H 2.5296 5.8412 -0.1435 -0.0009 0.0070 0.0120
H 1.0215 4.1439 4.1419 0.0070 -0.0084 0.0058
H -0.0018 1.9823 4.8182 0.0103 0.0042 -0.0028
H -0.4188 0.2473 3.0936 -0.0241 0.0033 0.0030
O -0.3346 -1.3728 -1.3649 -0.0519 0.1980 0.0843
N -1.5748 -1.5436 -1.9031 0.1806 -0.0535 0.0709
C -1.6162 -2.3656 -2.9715 -0.0122 -0.0450 -0.0463
C -2.8059 -2.6400 -3.5771 -0.0324 -0.0368 -0.0401
C -3.9698 -2.0643 -3.0584 -0.0261 0.0179 -0.0007
C -3.8907 -1.2298 -1.9715 -0.0646 0.0237 -0.0043
C -2.6567 -0.9463 -1.3739 -0.0221 -0.0088 0.0340
S -2.4888 0.1220 -0.0215 0.4006 0.0954 -0.1236
H -0.6586 -2.7597 -3.2756 0.0057 0.0199 0.0332
H -2.8243 -3.2943 -4.4357 -0.0168 0.0022 0.0155
H -4.9289 -2.2743 -3.5123 0.0112 0.0122 0.0143
H -4.7690 -0.7661 -1.5459 -0.0051 -0.0080 -0.0179
I 0.3249 -2.5673 2.0430 -0.0302 -0.0048 0.0566
C 1.4688 -1.2400 0.7996 0.0767 0.2109 -0.1628
H 1.9385 -1.8581 0.0404 0.0236 -0.0574 0.0307
H 2.2081 -0.7773 1.4485 0.0335 -0.0372 0.0146

[3]
34
Properties=species:S:1:pos:R:3:forces:R:3 method="wB97M-V/def2-TZVPD" homo_lumo_gap_ha="0.2224 / 0.2054" mol_weight_g_mol=853.27 total_charge=+1 spin_multiplicity=5 homo_energy_ev="-9.91 / -11.47"
Os -0.4421 -0.5954 -0.5544 0.2649 -0.0300 -0.1391
I -1.0879 3.1629 3.3709 -0.1104 0.1326 0.0023
C 0.1889 1.5774 3.2522 0.1625 -0.1920 0.0128
C 1.0613 1.2718 4.2853 0.0081 0.0263 0.0443
C 1.9330 0.1959 4.2199 -0.1150 -0.0088 -0.2140
I 3.1676 -0.1472 5.8216 0.0940 -0.0239 0.1228
C 1.9707 -0.6588 3.0557 0.0096 0.0384 0.0651
C 2.8275 -1.7591 2.8997 -0.0551 0.0377 -0.0354
C 2.7710 -2.4885 1.7376 0.0331 -0.0458 -0.0315
C 1.8667 -2.1342 0.7416 -0.0374 0.0516 -0.0137
N 1.0364 -1.1026 0.8714 0.0135 0.0050 0.0241
C 1.0906 -0.3696 2.0086 -0.0275 -0.0036 -0.0322
C 0.1640 0.7600 2.0701 0.0018 -0.0397 -0.0369
O -0.6007 0.9741 1.1103 -0.0832 0.0935 0.1307
H 1.0623 1.8911 5.1718 -0.0140 0.0107 -0.0087
H 3.5233 -2.0223 3.6838 -0.0012 -0.0045 0.0022
H 3.4181 -3.3391 1.5794 0.0059 0.0068 0.0059
H 1.8066 -2.6861 -0.1859 0.0142 -0.0227 0.0064
O -1.9902 -0.0971 -1.6696 0.0959 0.1396 -0.2016
N -1.7934 0.7588 -2.7199 -0.1501 -0.1699 0.1481
C -2.9094 1.0517 -3.4235 0.1003 0.0363 -0.0125
C -2.8360 1.8949 -4.4938 0.0264 -0.0242 0.0381
C -1.5899 2.4364 -4.8335 -0.0776 0.0087 -0.0280
C -0.4783 2.1103 -4.1006 0.0801 -0.0429 0.0520
C -0.5718 1.2386 -3.0053 -0.0267 0.0997 -0.0736
S 0.7801 0.7832 -2.0261 0.0185 0.1853 -0.0195
H -3.8032 0.5712 -3.0569 -0.0167 0.0117 -0.0112
H -3.7313 2.1258 -5.0503 0.0046 0.0107 -0.0047
H -1.5024 3.1130 -5.6724 -0.0030 -0.0084 -0.0062
H 0.4949 2.5128 -4.3415 0.0035 -0.0096 0.0068
I -2.3503 -2.4404 1.3230 -0.0389 -0.0075 0.0997
C -1.1693 -2.5136 -0.4700 -0.1754 -0.1905 0.0969
H -1.8547 -2.7567 -1.2775 0.0027 -0.0541 0.0170
H -0.4522 -3.3194 -0.3215 -0.0073 -0.0166 -0.0062

[4]
32
Properties=species:S:1:pos:R:3:forces:R:3 method="wB97M-V/def2-TZVPD" homo_lumo_gap_ha=0.3237 mol_weight_g_mol=314.32 homo_energy_ev=-9.24 smiles="O=Cc1ccc2oc3nc4n(c(=O)c3c(=O)c2c1)CCCS4"
O -6.7347 -1.2861 2.1535 0.6282 -0.4995 -0.0811
C -5.5735 -1.6320 2.3038 -1.5165 2.0106 -0.4331
C -4.4877 -0.9482 1.5679 1.7126 -0.6123 -0.6790
C -4.7858 0.0890 0.6655 0.2298 -0.2443 0.4056
C -3.7917 0.7178 -0.0497 -0.4806 0.1363 -0.4395
C -2.4658 0.3410 0.0451 -0.4552 -0.8923 0.4436
O -1.5674 0.9130 -0.8093 1.9587 -0.2745 0.2197
C -0.2418 0.5091 -0.6983 0.7326 0.7394 -1.5550
N 0.6123 1.1193 -1.6054 -0.5477 -0.0769 0.3774
C 1.9060 0.9242 -1.5322 -0.0152 0.1464 1.4082
N 2.5145 0.1461 -0.5439 -0.9902 1.3162 -2.1601
C 1.6561 -0.6808 0.2111 0.7088 -0.9648 0.5600
O 2.1551 -1.5317 0.9033 0.4119 -0.2273 0.3386
C 0.2263 -0.4611 0.1345 -0.4428 1.5128 -0.0592
C -0.7035 -1.1496 0.9900 -1.1058 -1.7446 -0.0411
O -0.4229 -2.1764 1.5731 -0.1134 0.2011 0.5573
C -2.1443 -0.6906 0.9136 0.9865 -0.5892 0.4945
C -3.1375 -1.3742 1.6493 -0.8665 0.9792 0.3225
C 3.9733 -0.0150 -0.4654 0.8888 0.6484 0.6269
C 4.7900 1.2854 -0.8214 -2.2144 -1.1741 -0.5718
C 4.5918 1.5236 -2.3175 -0.0491 -0.2618 1.0111
S 2.8553 1.9373 -2.6426 -0.4523 -0.0558 -0.0928
H -5.3683 -2.3192 3.0940 0.7374 -1.0323 0.5264
H -5.8142 0.3823 0.5260 -0.1070 0.0364 0.0455
H -4.0609 1.4472 -0.7803 -0.1078 0.5408 -0.3145
H -2.8635 -2.1720 2.3539 0.1118 0.3343 -0.5531
H 4.2085 -0.2566 0.5712 -0.2476 -0.3047 -0.0972
H 4.3298 -0.8515 -1.1030 -0.3644 0.4152 0.3462
H 5.8123 1.0806 -0.6307 1.0266 -0.2452 0.2844
H 4.4779 2.1578 -0.2350 -0.0307 -0.2673 -0.0592
H 4.8281 0.5965 -2.8545 0.2962 0.5379 -0.1145
H 5.2262 2.3748 -2.5668 -0.3226 -0.0880 -0.7168

What did we get for energy above the lowest of the compared OMol25 structures with the same formula, charge and spin? Answer: 638.45; 3.25; 0.04; 18.46 kJ/mol, in the order shown.